Record 1
# C5H12N2

C5H12N2 in the gas phase at a distorted geometry (wB97M-V/def2-TZVPD, the Open Molecules 2025 dataset).

ORCA input file:
```
! RIJCOSX wB97M-V def2-TZVPD def2/J DEFGRID3
* xyz 0 1
C 2.16560 0.59894 -1.78158
N 1.45361 -0.26530 -1.16377
C 1.52457 -0.04734 0.32241
C 0.19872 -0.26771 1.09545
C -0.99461 -0.23434 0.10372
C -2.15573 -0.89159 0.86000
N -1.22432 1.17635 -0.28366
H 3.24612 0.50371 -1.85621
H 1.75014 1.32193 -2.52795
H 1.91385 0.96564 0.57163
H 2.28513 -0.78587 0.59589
H 0.03578 0.47168 1.88153
H 0.23435 -1.28808 1.59384
H -0.75613 -0.79106 -0.80678
H -3.06188 -1.09394 0.20702
H -2.44528 -0.34159 1.76933
H -1.85438 -1.93687 1.07815
H -1.93638 1.29448 -0.99760
H -0.37919 1.61095 -0.66139
*
```

E_tot   -8356.4756 eV
HOMO   -0.299 Ha
Gap between HOMO and LUMO   8.11 eV
Energy above the lowest of the compared OMol25 structures with the same formula, charge and spin   3.661 eV
SMILES   C=NCC[C@@H](C)N

***

Record 2
# C5H12N2

C5H12N2 in the gas phase at a distorted geometry (wB97M-V/def2-TZVPD, the Open Molecules 2025 dataset).

ORCA input file:
```
! RIJCOSX wB97M-V def2-TZVPD def2/J DEFGRID3
* xyz 0 1
C -2.70422 -1.20319 -0.61854
N -1.89009 -0.22906 -0.58076
C -0.49162 -0.55592 -1.05311
C 0.41102 0.63642 -0.73306
C 0.93832 0.39611 0.71838
C 1.33022 1.68469 1.41305
N 1.95079 -0.70490 0.58285
H -2.21900 -2.18859 -0.69584
H -3.77618 -1.20124 -0.72218
H -0.23113 -1.55609 -0.71382
H -0.76266 -0.65450 -2.11841
H 1.26204 0.60425 -1.41582
H -0.20029 1.53899 -0.81755
H 0.14874 -0.08799 1.31116
H 1.30261 1.56763 2.50316
H 2.26702 2.08193 1.04594
H 0.58022 2.45108 1.22267
H 1.42690 -1.50987 0.89852
H 2.78112 -0.66031 1.15850
*
```

E_tot   -8358.1569 eV
HOMO   -0.339 Ha
Gap between HOMO and LUMO   10.37 eV
Energy above the lowest of the compared OMol25 structures with the same formula, charge and spin   1.979 eV
SMILES   C=NCC[C@H](C)N

***

Record 3
# C5H12N2

2 unconnected molecules or ions with the total composition C5H12N2 at a distorted geometry (wB97M-V/def2-TZVPD, the Open Molecules 2025 dataset).

ORCA input file:
```
! RIJCOSX wB97M-V def2-TZVPD def2/J DEFGRID3
* xyz 0 1
C -1.02123 1.56476 2.00997
N -0.96961 0.92375 0.71421
C -1.55045 -0.17662 0.54528
N -2.28671 -0.84307 1.58769
H -1.87767 1.25449 2.60884
H -1.02292 2.64293 1.86444
H -0.11860 1.32613 2.57654
H -1.56344 -0.64156 -0.43819
H -3.14705 -1.23072 1.19450
H -1.82484 -1.74857 1.74376
C 1.88030 0.77845 -2.10260
C 1.85820 -0.26930 -1.28769
C 2.18637 -1.67794 -1.70264
H 1.76829 1.77215 -1.69570
H 2.14945 0.64142 -3.14229
H 1.63085 -0.11907 -0.23823
H 1.36833 -2.35835 -1.46559
H 2.38996 -1.71620 -2.77398
H 3.09269 -2.04592 -1.22036
*
```

E_tot   -8358.1854 eV
HOMO   -0.345 Ha
Gap between HOMO and LUMO   10.23 eV
Energy above the lowest of the compared OMol25 structures with the same formula, charge and spin   1.951 eV
SMILES   C/N=C\N.C=CC

***

Record 4
# C5H12N2

C5H12N2 in the gas phase at a distorted geometry (wB97M-V/def2-TZVPD, the Open Molecules 2025 dataset).

ORCA input file:
```
! RIJCOSX wB97M-V def2-TZVPD def2/J DEFGRID3
* xyz 0 1
C -1.79979 0.53123 -1.16406
C -0.54577 0.40746 -0.78007
C 0.64497 0.89522 -1.54324
C -0.15143 -0.38542 0.62875
C 0.09638 -1.84616 0.29740
N 1.00098 0.24562 1.22446
N 0.75223 1.53219 1.75946
H -2.62896 0.16896 -0.57707
H -2.04561 1.00856 -2.10044
H 1.55437 0.47216 -1.12538
H 0.56852 0.63305 -2.59623
H 0.71743 1.98432 -1.47416
H -1.05199 -0.30033 1.27035
H 0.99757 -1.95396 -0.30142
H 0.20808 -2.43004 1.21080
H -0.74830 -2.24121 -0.26197
H 1.36209 -0.33847 1.97756
H 0.73780 2.18890 0.98396
H -0.16450 1.57988 2.21750
*
```

E_tot   -8358.1970 eV
HOMO   -0.339 Ha
Gap between HOMO and LUMO   10.24 eV
Energy above the lowest of the compared OMol25 structures with the same formula, charge and spin   1.939 eV
SMILES   C=C(C)[C@@H](C)NN

***

Record 5
# C5H12N2

A molecular structure, C5H12N2 at a distorted geometry (wB97M-V/def2-TZVPD, the Open Molecules 2025 dataset).

ORCA input file:
```
! RIJCOSX wB97M-V def2-TZVPD def2/J DEFGRID3
* xyz 0 1
C 1.18174 0.97009 -0.31740
C 1.91248 0.37585 0.85609
C -0.74432 -1.62919 0.35542
C -1.11287 -0.24110 0.06811
N 1.62486 0.47623 -1.55655
N -3.04998 0.19344 -0.01691
C -0.81529 0.95993 -0.12659
H 1.19844 2.05844 -0.30462
H 1.74442 1.09476 -2.34701
H 1.69200 -0.53143 -1.62791
H -3.33965 0.38698 0.94536
H -3.50224 -0.68738 -0.26978
H -1.17459 1.92731 -0.41640
H 1.96694 -0.71623 0.80881
H 2.95345 0.72686 0.88133
H 1.43053 0.64687 1.79608
H 0.19101 -1.90569 -0.14164
H -0.64858 -1.78998 1.43158
H -1.50835 -2.31577 -0.01798
*
```

E_tot   -8355.0134 eV
HOMO   -0.268 Ha
Gap between HOMO and LUMO   8.23 eV
Energy above the lowest of the compared OMol25 structures with the same formula, charge and spin   5.123 eV

***

Record 6
# C5H12N2

C5H12N2 in the gas phase at a distorted geometry (wB97M-V/def2-TZVPD, the Open Molecules 2025 dataset).

ORCA input file:
```
! RIJCOSX wB97M-V def2-TZVPD def2/J DEFGRID3
* xyz 0 1
C 1.54295 0.76044 1.34940
C 0.90420 0.16386 0.32618
C 1.56399 0.03309 -0.99046
C -0.75685 -0.02860 0.35073
C -1.53992 1.17969 -0.10074
N -1.05870 -1.14575 -0.54062
N -0.70754 -2.51538 -0.01630
H 1.17635 1.09408 2.39751
H 2.69381 1.03665 1.24605
H 2.69718 0.07852 -0.88881
H 1.31765 -0.74842 -1.78029
H 1.45519 0.98313 -1.68285
H -0.93889 -0.48551 1.43280
H -1.19412 2.15015 0.35380
H -1.49481 1.21368 -1.21403
H -2.60774 1.26765 0.02999
H -2.08911 -1.23358 -0.89541
H 0.29965 -2.42746 -0.28561
H -0.58820 -2.39486 1.00293
*
```

E_tot   -8356.5326 eV
HOMO   -0.327 Ha
Gap between HOMO and LUMO   9.90 eV
Energy above the lowest of the compared OMol25 structures with the same formula, charge and spin   3.604 eV
SMILES   C=C(C)[C@@H](C)NN

***

Record 7
# C5H12N2

2 unconnected molecules or ions with the total composition C5H12N2 at a distorted geometry (wB97M-V/def2-TZVPD, the Open Molecules 2025 dataset).

ORCA input file:
```
! RIJCOSX wB97M-V def2-TZVPD def2/J DEFGRID3
* xyz 0 1
N -2.93097 0.07456 0.22599
C -1.85925 -0.51218 -0.51984
C -1.91896 -1.75120 -1.05314
N -0.90369 -2.41826 -1.81043
H -3.32309 0.87571 -0.25659
H -2.64394 0.38062 1.14872
H -0.96822 0.07933 -0.68171
H -2.84051 -2.36192 -0.94805
H -1.21149 -2.51221 -2.78807
H -0.76033 -3.37941 -1.46955
C 3.51075 1.49970 1.10175
C 2.20366 1.58211 1.36922
C 1.13071 0.94258 0.51655
H 4.24898 1.95885 1.78889
H 3.90517 0.94536 0.24440
H 1.82457 2.13985 2.21211
H 0.47658 1.75811 0.10084
H 1.56964 0.40797 -0.31444
H 0.49040 0.29043 1.13335
*
```

E_tot   -8357.9608 eV
HOMO   -0.341 Ha
Gap between HOMO and LUMO   10.27 eV
Energy above the lowest of the compared OMol25 structures with the same formula, charge and spin   2.175 eV
SMILES   N/C=C/N.C=CC

***

Record 8
# C5H12N2

C5H12N2 in the gas phase at a distorted geometry (wB97M-V/def2-TZVPD, the Open Molecules 2025 dataset).

ORCA input file:
```
! RIJCOSX wB97M-V def2-TZVPD def2/J DEFGRID3
* xyz 0 1
C 2.28518 -1.30850 -1.78315
N 0.90349 -0.97534 -1.68347
C 0.28647 -1.09227 -0.52138
C -0.87113 -0.44564 -0.10216
C -1.38042 -0.07599 1.29555
C -1.26316 1.36120 1.78356
N -0.21574 2.19523 1.04599
H 2.82474 -1.25250 -0.78299
H 2.24922 -2.35691 -2.18783
H 2.76480 -0.67725 -2.52423
H 0.77973 -0.01123 -2.13834
H 0.81886 -1.68382 0.20993
H -1.43412 -0.08270 -0.97726
H -0.55434 -0.55651 1.88619
H -2.31701 -0.57353 1.49096
H -2.33663 1.89788 1.61828
H -1.24334 1.45333 2.89457
H 0.22637 1.70570 0.20990
H -0.93420 2.96543 0.72871
*
```

E_tot   -8357.0023 eV
HOMO   -0.282 Ha
Gap between HOMO and LUMO   8.66 eV
Energy above the lowest of the compared OMol25 structures with the same formula, charge and spin   3.134 eV
SMILES   CN/C=C/CCN

***

Record 9
# C5H12N2

A molecular structure, C5H12N2 at a distorted geometry (wB97M-V/def2-TZVPD, the Open Molecules 2025 dataset).

ORCA input file:
```
! RIJCOSX wB97M-V def2-TZVPD def2/J DEFGRID3
* xyz 0 1
C -0.04333 1.22021 -0.89507
C -0.17957 -0.22605 -1.31840
C 1.38600 -0.72428 -0.41318
C 1.36141 -2.04892 -0.22066
N 0.33315 1.36546 0.52949
C -0.84041 1.20710 1.42161
N -1.44390 -0.10241 1.32865
H -0.90827 1.88185 -1.08536
H 0.81795 1.59444 -1.44147
H -0.40932 -1.22040 -0.94585
H 0.43474 -0.44282 -2.20065
H 2.09853 -0.18895 -0.98722
H 2.17365 -2.75591 -0.32229
H 0.42349 -2.46397 0.14547
H 0.83320 0.21983 0.33774
H -1.58236 1.95167 1.14305
H -0.54647 1.36868 2.46487
H -2.15390 -0.26066 2.05279
H -1.75459 -0.37487 0.40648
*
```

E_tot   -8353.6807 eV
HOMO   -0.307 Ha
Gap between HOMO and LUMO   8.43 eV
Energy above the lowest of the compared OMol25 structures with the same formula, charge and spin   6.456 eV

***

Record 10
# C5H12N2

C5H12N2 in the gas phase at a distorted geometry (wB97M-V/def2-TZVPD, the Open Molecules 2025 dataset).

ORCA input file:
```
! RIJCOSX wB97M-V def2-TZVPD def2/J DEFGRID3
* xyz 0 1
C 2.35825 0.46306 -0.72309
C 1.53453 0.29359 0.66960
C 0.58266 -0.88360 0.58761
C -0.84548 -0.47109 0.13051
N -1.62145 -1.51786 -0.47086
C -1.34950 0.75383 0.22325
N -2.73548 0.94814 -0.11610
H 3.38475 0.75322 -0.43028
H 2.52954 -0.60695 -1.20784
H 2.15581 1.30255 -1.36151
H 2.40275 0.00041 1.29511
H 1.05154 1.21079 0.96898
H 0.43044 -1.38968 1.56727
H 0.71460 -1.78551 -0.10506
H -0.93778 -2.16421 -0.86451
H -2.41319 -1.24192 -1.03223
H -0.99698 1.44567 1.03869
H -3.28499 1.27004 0.67943
H -2.96001 1.61954 -0.84897
*
```

E_tot   -8358.1187 eV
HOMO   -0.291 Ha
Gap between HOMO and LUMO   9.04 eV
Energy above the lowest of the compared OMol25 structures with the same formula, charge and spin   2.017 eV
SMILES   CCC/C(N)=C/N

***

Record 11
# C5H12N2

C5H12N2 in the gas phase at a distorted geometry (wB97M-V/def2-TZVPD, the Open Molecules 2025 dataset).

ORCA input file:
```
! RIJCOSX wB97M-V def2-TZVPD def2/J DEFGRID3
* xyz 0 1
C -0.41514 0.28301 -2.83843
C -0.76851 0.29872 -1.34554
C 0.47671 0.54974 -0.47099
C 0.27213 0.13466 0.96295
N -0.78771 0.72708 1.62977
C 0.98605 -0.89433 1.42179
N 0.87632 -1.42387 2.72621
H -0.80898 -0.60392 -3.32583
H 0.65823 0.32085 -3.02358
H -0.81427 1.13961 -3.36508
H -1.22337 -0.64062 -1.03066
H -1.52234 1.05397 -1.10466
H 1.34423 0.05986 -0.88958
H 0.73605 1.61982 -0.56015
H -0.83842 1.73690 1.62239
H -0.91226 0.49235 2.60769
H 1.70675 -1.40186 0.81117
H 0.16967 -1.02853 3.32472
H 0.86487 -2.42343 2.84781
*
```

E_tot   -8359.2746 eV
HOMO   -0.264 Ha
Gap between HOMO and LUMO   8.26 eV
Energy above the lowest of the compared OMol25 structures with the same formula, charge and spin   0.862 eV
SMILES   CCC/C(N)=C/N

***

Record 12
# C5H12N2

C5H12N2 in the gas phase (wB97M-V/def2-TZVPD, the Open Molecules 2025 dataset).

ORCA input file:
```
! RIJCOSX wB97M-V def2-TZVPD def2/J DEFGRID3
* xyz 0 1
C -1.47696 -0.67995 0.43230
C -0.15108 -0.61821 0.50090
C 0.58998 0.56812 1.06876
C 0.50572 1.91847 0.29015
N -0.80484 2.28595 -0.21034
N 0.66536 -1.63590 0.00319
C 0.33427 -2.37811 -1.19457
H -2.07740 0.16520 0.72382
H -2.05393 -1.50547 0.02628
H 0.38108 0.77455 2.10988
H 1.66013 0.31106 1.06342
H 1.24779 1.86280 -0.51001
H 0.87028 2.67755 0.98898
H -1.18305 3.12968 0.19880
H -0.81307 2.39348 -1.21318
H 1.61484 -1.65610 0.32026
H 1.20834 -2.45534 -1.82640
H -0.11475 -3.34781 -1.01075
H -0.40270 -1.80998 -1.76147
*
```

E_tot   -8358.7008 eV
HOMO   -0.279 Ha
Gap between HOMO and LUMO   8.62 eV
Energy above the lowest of the compared OMol25 structures with the same formula, charge and spin   1.435 eV
SMILES   C=C(CCN)NC

***

- Among the records above, which one has the lowest gap between HOMO and LUMO?
  number 1

***

- The lowest HOMO belongs to which entry?
  number 3